P.
Computed, not measured: 2 unconnected molecules or ions with the total composition C33H39BO3S, with wB97M-V/def2-TZVPD.

The geometry in XYZ format:
```
77
C33H39BO3S, DFT wB97M-V/def2-TZVPD
C 4.14699 3.33329 0.47871
C 2.89506 2.51416 0.42188
C 2.89431 1.25635 -0.18278
C 1.72246 0.50824 -0.25083
C 0.52585 0.98706 0.30219
C -0.76067 0.24344 0.21784
B -1.23211 0.11297 2.01164
O -2.56133 -0.01477 2.25677
C -2.64592 -0.20096 3.69836
C -3.89834 0.50996 4.15858
C -2.79780 -1.69958 3.96072
C -1.25653 0.37350 4.21986
C -1.31442 1.86460 4.54560
C -0.61025 -0.36168 5.37068
O -0.38332 0.20922 3.05890
C -0.74963 -1.22404 -0.04334
C -1.81586 -1.85244 -0.70423
C -1.74832 -3.19783 -1.04503
C -0.65113 -3.97241 -0.65016
C -0.54655 -5.42353 -1.00679
C 0.35475 -3.38049 0.11892
C 0.27973 -2.03595 0.46647
C 0.53617 2.25395 0.91327
C 1.70006 3.01121 0.95472
H 4.22015 3.86401 1.43406
H 5.03142 2.69900 0.36297
H 4.16908 4.08813 -0.31865
H 3.81934 0.85878 -0.60826
H 1.74066 -0.46560 -0.74042
H -1.58774 0.78562 -0.24851
H -4.02077 0.40086 5.24293
H -3.88248 1.57590 3.90867
H -4.77155 0.05696 3.67445
H -2.95063 -1.88848 5.03102
H -3.68007 -2.07263 3.42431
H -1.92419 -2.27321 3.61996
H -1.86341 2.03090 5.48192
H -0.29366 2.24621 4.68083
H -1.79327 2.44855 3.74602
H -1.22195 -0.25536 6.27457
H -0.48186 -1.42776 5.15234
H 0.37542 0.07051 5.57824
H -2.71298 -1.27071 -0.92702
H -2.55300 -3.65948 -1.62137
H -0.54177 -6.05321 -0.10748
H -1.38510 -5.73415 -1.63613
H 0.38824 -5.62770 -1.54434
H 1.19840 -3.98707 0.45533
H 1.03057 -1.60299 1.12927
H -0.39135 2.64765 1.33448
H 1.69722 4.00018 1.41706
C 5.52808 -0.61592 -4.95922
O 4.39070 -1.43104 -4.58280
C 3.25601 -0.80026 -4.17194
C 2.12244 -1.61563 -3.91911
C 0.93528 -1.04200 -3.52423
C 0.83819 0.35434 -3.31558
C -0.38617 0.96059 -2.84305
C -0.55120 2.27026 -2.40434
C -1.90265 2.60092 -2.12761
C -2.78096 1.55888 -2.39307
C -4.23669 1.55068 -2.14097
S -1.95533 0.22559 -3.11312
C 1.97735 1.15457 -3.55989
C 3.16690 0.60016 -3.99747
H 6.27200 -1.34132 -5.28503
H 5.27137 0.06698 -5.78219
H 5.90254 -0.04068 -4.10025
H 2.22282 -2.69119 -4.05726
H 0.06398 -1.67466 -3.34944
H 0.28170 2.95230 -2.26771
H -2.23960 3.56089 -1.74217
H -4.59681 2.58135 -2.06433
H -4.76244 1.04293 -2.95611
H -4.46766 1.03175 -1.19988
H 1.92359 2.23164 -3.41053
H 4.02861 1.23975 -4.20087
```

HOMO ... -7.189 eV
Gap between HOMO and LUMO ... 7.80 eV
2S+1 ... 1
Structure (SMILES) ... Cc1ccc(C(B2OC(C)(C)C(C)(C)O2)c2ccc(C)cc2)cc1.COc1ccc(-c2ccc(C)s2)cc1
Total charge ... 0

Q.
Computed, not measured: 2 unconnected molecules or ions with the total composition C33H39BO3S, with wB97M-V/def2-TZVPD.

The geometry in XYZ format:
```
77
C33H39BO3S, DFT wB97M-V/def2-TZVPD
C 7.05415 1.73031 1.64508
C 5.76926 0.98582 1.84404
C 5.74458 -0.40485 1.67660
C 4.54322 -1.10832 1.73324
C 3.33824 -0.44659 2.00571
C 2.02732 -1.18839 2.07087
B 0.81938 -0.21598 1.81994
O -0.39178 -0.87061 1.73266
C -1.40058 0.13583 1.51756
C -2.25028 -0.41373 0.38046
C -2.21754 0.19463 2.80523
C -0.55833 1.47114 1.21384
C -0.64871 1.91699 -0.23247
C -0.74937 2.63760 2.17749
O 0.82936 1.07520 1.41023
C 1.62853 -1.57857 3.48027
C 0.72523 -2.63855 3.69942
C 0.02042 -2.73134 4.88750
C 0.16023 -1.74095 5.87615
C -0.73784 -1.67405 7.06934
C 1.19705 -0.81151 5.74051
C 1.95669 -0.76201 4.58014
C 3.40131 0.92033 2.30729
C 4.58692 1.64289 2.20390
H 6.94748 2.78559 1.90922
H 7.87684 1.30648 2.23396
H 7.35497 1.67742 0.59065
H 6.68108 -0.93307 1.48776
H 4.52406 -2.18999 1.57207
H 2.01185 -2.03181 1.38071
H -3.03095 0.30255 0.09601
H -1.63351 -0.66285 -0.49000
H -2.73730 -1.33887 0.71081
H -3.01671 0.93978 2.71168
H -2.67939 -0.78495 2.98855
H -1.58415 0.43430 3.67407
H -1.65271 2.29680 -0.45318
H 0.07444 2.72079 -0.41473
H -0.40764 1.07566 -0.89745
H -1.76031 3.05254 2.10966
H -0.55349 2.33432 3.21691
H -0.04076 3.43852 1.92356
H 0.57113 -3.35868 2.89756
H -0.70072 -3.53760 5.04712
H -0.91174 -0.62756 7.34475
H -1.70422 -2.14482 6.86581
H -0.29224 -2.17650 7.93729
H 1.36623 -0.09832 6.55213
H 2.76957 -0.04811 4.49969
H 2.51078 1.44634 2.63722
H 4.58497 2.71538 2.40078
C 6.55679 -4.51376 -1.22491
O 5.45805 -4.86717 -0.35555
C 4.30867 -4.14881 -0.45474
C 3.12802 -4.79362 0.00074
C 1.91471 -4.30458 -0.40506
C 1.84604 -3.13664 -1.20237
C 0.65300 -2.80172 -1.91657
C 0.43491 -1.67238 -2.70477
C -0.82210 -1.67753 -3.36701
C -1.58438 -2.80468 -3.06910
C -2.91256 -3.13242 -3.63112
S -0.78643 -3.82472 -1.94481
C 3.01628 -2.35870 -1.39897
C 4.24809 -2.86530 -1.05519
H 7.21843 -5.38107 -1.18046
H 6.22271 -4.33610 -2.25919
H 7.06224 -3.61677 -0.84007
H 3.21307 -5.71267 0.57566
H 1.00575 -4.85075 -0.14570
H 1.18284 -0.89762 -2.81561
H -1.16121 -0.88754 -4.03455
H -3.03365 -2.62462 -4.59255
H -3.01070 -4.21085 -3.78531
H -3.71268 -2.80361 -2.95618
H 2.96008 -1.38187 -1.88010
H 5.15765 -2.30070 -1.28291
```

HOMO ... -7.246 eV
Gap between HOMO and LUMO ... 7.75 eV
2S+1 ... 1
Structure (SMILES) ... Cc1ccc(C(B2OC(C)(C)C(C)(C)O2)c2ccc(C)cc2)cc1.COc1ccc(-c2ccc(C)s2)cc1
Total charge ... 0

Here is how they stack up, most stable first: P, Q.

P.
Computed, not measured: C2H4 in the gas phase, with wB97M-V/def2-TZVPD.

The geometry in XYZ format:
```
6
C2H4, DFT wB97M-V/def2-TZVPD
C 0.23067 0.64307 0.29158
C -0.07095 -0.55952 -0.34581
H 0.63709 0.74041 1.23949
H -0.22393 1.48906 -0.08647
H 0.03246 -1.46099 0.23601
H -0.60533 -0.85203 -1.33480
```

HOMO ... -9.839 eV
Gap between HOMO and LUMO ... 11.25 eV
2S+1 ... 1
Structure (SMILES) ... C=C
Total charge ... 0

Q.
Computed, not measured: C2H4 in the gas phase, with wB97M-V/def2-TZVPD.

The geometry in XYZ format:
```
6
C2H4, DFT wB97M-V/def2-TZVPD
C -0.65493 -0.03404 -0.02538
C 0.63023 -0.08291 -0.04791
H -0.97598 1.02035 -0.05944
H -1.40656 -0.86420 0.05142
H 1.21050 0.83378 0.09400
H 1.19674 -0.87298 -0.01270
```

HOMO ... -10.377 eV
Gap between HOMO and LUMO ... 11.78 eV
2S+1 ... 1
Structure (SMILES) ... C=C
Total charge ... 0

Here is how they stack up, most stable first: Q, P.

P.
Computed, not measured: C4H3ClN2S in the gas phase, with wB97M-V/def2-TZVPD.

The geometry in XYZ format:
```
11
C4H3ClN2S, DFT wB97M-V/def2-TZVPD
S -3.12114 0.09816 -0.09290
C -1.47877 0.23103 0.07355
N -0.82233 1.34564 0.11916
C 0.46348 1.34527 -0.03146
C 1.27797 0.18297 -0.15964
Cl 2.94909 0.12232 -0.03894
C 0.66881 -1.00286 0.03933
N -0.74774 -0.87382 -0.01555
H 0.94890 2.28769 -0.11378
H 1.11225 -1.93316 0.09028
H -1.25052 -1.80325 0.12994
```

HOMO ... -8.219 eV
Gap between HOMO and LUMO ... 7.48 eV
2S+1 ... 1
Structure (SMILES) ... S=c1ncc(Cl)c[nH]1
Total charge ... 0

Q.
Computed, not measured: C4H3ClN2S in the gas phase, with wB97M-V/def2-TZVPD.

The geometry in XYZ format:
```
11
C4H3ClN2S, DFT wB97M-V/def2-TZVPD
S -3.13701 -0.03655 -0.28747
C -1.44036 0.18376 0.23640
N -0.61537 1.28128 0.32413
C 0.57091 1.12886 0.13828
C 1.35705 -0.01344 -0.25938
Cl 3.06401 -0.03875 -0.14724
C 0.61549 -1.10266 0.07885
N -0.71111 -1.00887 0.40049
H 1.15238 2.08492 0.16108
H 0.92402 -2.21857 0.33854
H -1.30564 -1.70888 0.36584
```

HOMO ... -8.617 eV
Gap between HOMO and LUMO ... 8.19 eV
2S+1 ... 1
Structure (SMILES) ... S=c1ncc(Cl)c[nH]1
Total charge ... 0

Here is how they stack up, most stable first: P, Q.

P.
Computed, not measured: 2 unconnected molecules or ions with the total composition CH7N3O, with wB97M-V/def2-TZVPD.

The geometry in XYZ format:
```
12
CH7N3O, DFT wB97M-V/def2-TZVPD
N 0.00344 0.71112 0.64067
C 0.53824 0.22120 -0.45239
N 1.85907 0.66526 -0.87376
N -0.17370 -0.45783 -1.41646
H -0.82512 1.20587 0.18026
H 1.82976 1.63995 -0.82235
H 1.85921 0.37776 -1.91732
H -0.44326 -0.18398 -2.37105
H -1.09562 -0.87471 -1.03147
O -1.74418 -0.97576 2.05165
H -1.12012 -0.27239 1.71432
H -1.30249 -1.84344 2.09554
```

HOMO ... -9.240 eV
Gap between HOMO and LUMO ... 9.51 eV
2S+1 ... 1
Structure (SMILES) ... N=C(N)N.O
Total charge ... 0

Q.
Computed, not measured: 2 unconnected molecules or ions with the total composition CH7N3O, with wB97M-V/def2-TZVPD.

The geometry in XYZ format:
```
12
CH7N3O, DFT wB97M-V/def2-TZVPD
N -0.86754 -0.69818 0.38006
C -0.01684 0.20252 0.62104
N 0.15876 0.84969 1.84279
N 0.85940 0.63673 -0.32900
H -1.36734 -1.11954 1.12883
H -0.48368 1.35816 2.42578
H 1.10370 1.17399 1.95056
H 1.19832 1.58185 -0.47856
H 0.75573 0.23371 -1.25142
O -0.22722 -1.13090 -2.27907
H -0.83940 -0.99477 -1.53806
H -0.27389 -2.09326 -2.47295
```

HOMO ... -9.238 eV
Gap between HOMO and LUMO ... 10.17 eV
2S+1 ... 1
Structure (SMILES) ... N=C(N)N.O
Total charge ... 0

R.
Computed, not measured: CH7N3O in the gas phase, with wB97M-V/def2-TZVPD.

The geometry in XYZ format:
```
12
CH7N3O, DFT wB97M-V/def2-TZVPD
C 1.46014 -0.12081 -1.11254
N 0.26541 -0.60479 -0.44577
O 0.27632 -0.23626 0.94918
N -0.65251 0.78059 1.24159
N -1.98418 0.42340 1.08481
H 1.40398 -0.43185 -2.15302
H 1.46835 0.96832 -1.06504
H 2.38528 -0.49934 -0.66712
H 0.25163 -1.62251 -0.44376
H -0.46210 1.57331 0.62484
H -2.23417 -0.23602 1.81485
H -2.17814 0.00596 0.17197
```

HOMO ... -9.512 eV
Gap between HOMO and LUMO ... 10.62 eV
2S+1 ... 1
Structure (SMILES) ... CNONN
Total charge ... 0

Here is how they stack up, most stable first: Q, P, R.

P.
Computed, not measured: 3 unconnected molecules or ions with the total composition C3H12N2O, with wB97M-V/def2-TZVPD.

The geometry in XYZ format:
```
18
C3H12N2O, DFT wB97M-V/def2-TZVPD
C 2.17429 0.56337 0.26272
N 1.05920 0.74601 -0.63089
O 1.10989 -1.61815 -0.99242
H 1.29349 -1.38734 -1.91127
H 0.45962 1.45568 -0.21088
H 2.86944 -0.17527 -0.12389
H 2.67202 1.54524 0.34876
H 1.89761 0.27625 1.28465
C -1.85696 0.22954 -0.86401
C -1.02969 -0.32910 1.37275
N -0.77198 -0.25706 -0.04498
H -0.14536 -1.06958 -0.49978
H -1.54344 0.23633 -1.90858
H -2.14350 1.24821 -0.57504
H -2.75285 -0.40293 -0.77921
H -1.27824 0.65783 1.78110
H -1.86644 -1.00472 1.60553
H -0.14709 -0.71431 1.88544
```

HOMO (alpha / beta) ... -8.100 / -7.588 eV
Gap between HOMO and LUMO (alpha / beta) ... 6.89 / 6.72 eV
2S+1 ... 1
Total charge ... 0

Q.
Computed, not measured: 2 unconnected molecules or ions with the total composition C3H12N2O, with wB97M-V/def2-TZVPD.

The geometry in XYZ format:
```
18
C3H12N2O, DFT wB97M-V/def2-TZVPD
N -0.47029 1.36598 -1.83641
C -0.35201 -0.09923 -1.87039
C 0.54657 -0.80260 -0.79758
C -0.02775 -2.24204 -0.59978
N -1.45348 -2.30737 -0.35058
H 0.39854 1.67667 -1.39939
H -0.36411 1.78224 -2.75607
H -1.34186 -0.45511 -1.47829
H -0.24588 -0.58554 -2.85650
H 0.60373 -0.18114 0.08644
H 1.58958 -0.78350 -1.18699
H 0.37649 -2.79345 -1.43507
H 0.51623 -2.56114 0.28297
H -1.59345 -2.21130 0.64594
H -1.95759 -3.13887 -0.61440
O 1.47941 3.38762 4.62532
H 1.76398 4.29413 4.77330
H 0.85830 3.16424 3.92644
```

HOMO ... -8.630 eV
Gap between HOMO and LUMO ... 9.50 eV
2S+1 ... 1
Structure (SMILES) ... NCCCN.O
Total charge ... 0

Here is how they stack up, most stable first: Q, P.

P.
Computed, not measured: 2 unconnected molecules or ions with the total composition C3H12N2O, with wB97M-V/def2-TZVPD.

The geometry in XYZ format:
```
18
C3H12N2O, DFT wB97M-V/def2-TZVPD
C 0.14362 -0.96698 -1.35393
C -0.37393 0.03669 -0.32479
N 0.33466 -0.01660 0.93096
C -1.85673 -0.16230 -0.05299
N -2.37829 0.77643 0.94343
H -0.26249 -0.80724 -2.35602
H 1.22498 -0.88297 -1.42658
H -0.12838 -1.97800 -1.03802
H -0.24157 1.04343 -0.73257
H 0.20499 -0.89015 1.41958
H 1.30856 0.26545 0.93063
H -1.98670 -1.18980 0.31738
H -2.40545 -0.06280 -0.98534
H -3.05569 1.41141 0.55317
H -1.62708 1.29306 1.38224
O 3.39430 0.65987 0.36035
H 3.73331 1.49430 0.71629
H 3.97190 -0.02380 0.71620
```

HOMO ... -8.534 eV
Gap between HOMO and LUMO ... 9.17 eV
2S+1 ... 1
Structure (SMILES) ... C[C@H](N)CN.O
Total charge ... 0

Q.
Computed, not measured: 2 unconnected molecules or ions with the total composition C3H12N2O, with wB97M-V/def2-TZVPD.

The geometry in XYZ format:
```
18
C3H12N2O, DFT wB97M-V/def2-TZVPD
N 2.22086 0.13501 -0.23955
C 0.78687 0.24396 -0.31744
C 0.08575 -1.05498 0.08554
C -1.40019 -0.97308 -0.06725
N -1.98496 -2.36981 0.03345
H 2.59021 -0.63919 0.28716
H 2.69169 0.95408 0.12231
H 0.36128 1.06821 0.26224
H 0.46781 0.56320 -1.32367
H 0.43164 -1.29872 1.09277
H 0.49990 -1.79431 -0.61486
H -1.88567 -0.37536 0.70325
H -1.68367 -0.69983 -1.08664
H -2.46801 -2.57542 -0.82859
H -2.55103 -2.49538 0.86021
O 0.43023 3.36022 0.39388
H 0.06165 3.53732 -0.47889
H -0.26649 3.27629 1.02820
```

HOMO ... -8.699 eV
Gap between HOMO and LUMO ... 9.44 eV
2S+1 ... 1
Structure (SMILES) ... NCCCN.O
Total charge ... 0

R.
Computed, not measured: 2 unconnected molecules or ions with the total composition C3H12N2O, with wB97M-V/def2-TZVPD.

The geometry in XYZ format:
```
18
C3H12N2O, DFT wB97M-V/def2-TZVPD
C 0.75655 -1.13136 0.85844
C 0.01005 0.13326 0.24192
N -1.04613 -0.41030 -0.72334
C -0.68512 0.96884 1.29759
N -1.73693 1.84173 0.85907
H 1.55216 -0.73888 1.57564
H 1.32273 -1.71631 0.09916
H 0.08489 -1.82199 1.46400
H 0.68788 0.84525 -0.27077
H -0.42594 -0.66130 -1.47463
H -1.42050 0.49231 -1.19756
H -1.18873 0.29460 2.05755
H -0.03547 1.52643 2.01746
H -1.45328 2.42803 0.11523
H -2.67527 1.31767 0.72975
O 1.77207 -0.94645 -2.38767
H 1.86979 -1.22562 -3.32839
H 2.61126 -1.19592 -1.93344
```

HOMO ... -8.906 eV
Gap between HOMO and LUMO ... 9.47 eV
2S+1 ... 1
Structure (SMILES) ... C[C@@H](N)CN.O
Total charge ... 0

Here is how they stack up, most stable first: P, Q, R.